{
  "formula": "C13H20BrNO4S3SbYb",
  "method": "wB97M-V/def2-TZVPD",
  "elements": ["Yb", "C", "C", "O", "C", "C", "O", "C", "C", "O", "C", "C", "O", "H", "H", "H", "H", "H", "H", "H", "H", "H", "H", "H", "H", "H", "H", "H", "H", "S", "Sb", "S", "S", "Br", "C", "C", "C", "C", "C", "N", "H", "H", "H", "H"],
  "positions_angstrom": [[-1.396793, 0.409471, -0.046313], [0.833910, 1.628248, 2.693385], [1.829963, 0.700959, 2.050206], [1.557081, 0.546815, 0.574826], [2.395846, -0.579719, 0.261166], [1.746672, -1.522055, -0.796673], [0.280138, -1.423830, -0.677662], [-0.416987, -2.585875, -0.267412], [-0.585208, -2.568200, 1.223998], [-1.044254, -1.259861, 1.613949], [-1.046782, -0.974159, 3.008734], [-1.330896, 0.547962, 3.109215], [-0.520390, 1.348503, 2.216826], [0.978356, 2.674998, 2.458414], [0.750072, 1.582951, 3.780877], [1.741461, -0.315134, 2.463500], [2.894673, 1.037214, 2.214833], [2.541912, -1.168604, 1.164263], [3.342466, -0.199410, -0.125261], [2.128758, -2.571216, -0.677917], [2.011625, -1.074389, -1.808343], [-0.012057, -3.551742, -0.636452], [-1.440564, -2.526439, -0.641975], [0.381002, -2.762449, 1.745359], [-1.277542, -3.397740, 1.542060], [-0.215641, -1.346524, 3.605704], [-1.907320, -1.494820, 3.419363], [-1.353635, 0.946735, 4.139066], [-2.405068, 0.767187, 2.794977], [-3.487984, -1.892039, -1.081399], [-4.631827, 0.327373, -0.689721], [-3.046976, 2.043248, -1.754678], [-4.106459, 0.783515, 1.594910], [0.727924, 3.569162, -0.902570], [0.520090, 2.339277, -2.280284], [1.165179, 2.661859, -3.541573], [0.992672, 1.736769, -4.600917], [0.044855, 0.761809, -4.483930], [-0.504047, 0.476460, -3.230308], [-0.009869, 1.133420, -2.114317], [1.646988, 3.635101, -3.575392], [1.625846, 1.785062, -5.510072], [-0.247695, 0.115601, -5.295132], [-1.149497, -0.345495, -2.937332]],
  "forces_ev_per_angstrom": [[0.40, 0.46, -0.22], [-1.49, 0.37, -0.41], [0.19, 0.05, -0.80], [0.78, -0.60, 2.45], [-0.69, -0.54, -0.97], [-0.26, 1.59, -0.69], [0.97, -0.67, -0.60], [-0.26, -0.56, 0.29], [0.57, -1.01, 1.43], [0.66, -0.74, -0.20], [-1.51, 0.86, 0.18], [-0.95, 0.32, -0.06], [-0.13, -0.66, 0.39], [0.32, 0.15, -0.31], [0.69, -0.33, 0.01], [-0.12, 0.46, 0.16], [-1.08, -0.17, -0.23], [0.34, -0.05, -0.09], [0.16, -0.24, 0.11], [-0.55, 0.97, -0.24], [-0.51, -1.00, 1.01], [0.12, 0.66, 0.26], [0.23, 0.15, -0.49], [-0.42, 0.19, -0.25], [0.33, 0.95, -0.23], [0.70, 0.15, -0.60], [-0.33, 0.04, 0.32], [0.66, -0.33, -0.25], [1.57, -0.57, 0.19], [-1.22, 2.46, 0.19], [3.36, -0.05, 0.53], [-1.44, -1.71, 0.90], [-0.88, -0.43, -1.92], [-0.18, -0.04, 0.63], [1.92, -1.06, -3.17], [-1.54, -0.86, 1.10], [1.42, 1.95, 0.26], [-1.41, -1.70, 1.04], [2.36, 0.90, 1.20], [-2.41, 0.81, -0.05], [0.31, -0.44, -0.43], [-0.74, 0.33, 0.58], [0.11, 0.07, -0.28], [-0.03, -0.10, -0.74]],
  "total_charge": 1,
  "energy_ha": -6030.31425,
  "gap_ev": [4.913, 4.920],
  "e_lumo_ev": [-6.28, -6.28],
  "homo_energy_ha": [-0.4115, -0.4117],
  "largest_force_ha_per_bohr": 0.0751
}